{"formula": "C5H5N", "method": "the ωB97M-V functional and the def2-TZVPD basis", "relative_energy_ev": 6.189, "total_energy_ha": -248.0476, "mol_weight_g_mol": 79.10, "orbital_gap_ha": 0.34380, "smiles": "C=C=CN1C=C1", "species": ["H", "H", "H", "H", "N", "C", "C", "H", "C", "C", "C"], "coordinates": [[-2.452, 0.399, -1.053], [1.079, 1.444, 1.331], [-2.287, 0.666, 0.831], [1.775, 0.623, -1.735], [1.409, -0.700, 0.326], [0.117, -1.173, 0.274], [1.579, 0.727, 0.644], [-0.094, -2.280, 0.184], [1.759, 0.450, -0.624], [-1.943, 0.328, -0.137], [-0.942, -0.484, -0.040]], "mulliken_charge": [0.28, 0.27, 0.25, 0.29, -0.43, -0.10, -0.10, 0.29, -0.16, -0.67, 0.08]}